[1]
C52H79BCsN8P2S3 | the ωB97M-V functional and the def2-TZVPD basis

Positions of all 146 atoms, in Å:
Cs (0.51, -0.65, 0.62)
S (-2.35, 1.13, 0.37)
S (2.37, 2.00, 0.05)
S (0.33, 1.13, -2.43)
P (-1.78, -2.98, -0.72)
P (-1.95, -1.90, 2.27)
N (-1.06, 3.19, -1.53)
N (1.37, -1.86, -3.72)
N (-0.84, 3.30, 0.95)
N (2.42, -2.52, 1.65)
N (0.84, 5.48, -0.81)
N (-0.31, 3.97, 2.08)
N (1.07, 4.21, -0.46)
N (-2.02, 4.13, -1.48)
C (-2.65, -1.79, -1.82)
C (-1.91, 2.28, -3.53)
C (1.44, 1.32, 4.88)
C (4.80, 3.91, -0.45)
C (0.76, -1.95, 6.16)
C (-0.90, 2.26, -2.50)
C (-4.01, 5.21, -2.29)
C (3.43, 4.47, -0.57)
C (-2.54, 4.68, 2.40)
C (3.70, -1.70, -0.24)
C (3.12, -2.95, 0.46)
C (1.62, 2.79, 2.99)
C (-1.68, -4.42, -1.87)
C (-2.93, 4.15, -2.40)
C (1.58, 7.68, -1.48)
C (2.73, -2.71, 2.93)
C (3.97, -3.52, 4.91)
C (1.77, -2.21, 3.88)
C (-0.57, 5.89, 4.81)
C (5.18, -4.24, 5.47)
C (3.86, -3.35, 3.53)
C (0.09, 1.61, 4.97)
C (-0.66, 6.15, 3.30)
C (-2.89, 3.21, -3.46)
C (2.04, -3.56, -0.46)
C (2.98, -3.07, 5.78)
C (-3.84, 6.21, -3.44)
C (-3.50, -2.46, 1.42)
C (-5.39, 4.55, -2.38)
C (-0.51, 2.48, 4.06)
C (-2.70, -0.87, 3.60)
C (-4.44, 3.01, 2.08)
C (1.85, 6.25, -1.04)
C (0.26, 3.06, 3.06)
C (2.18, 7.90, -2.87)
C (-3.19, -3.52, 0.35)
C (-1.87, 1.26, -4.62)
C (3.19, 5.75, -0.92)
C (-1.56, 7.37, 3.07)
C (-1.57, -3.44, 3.22)
C (2.24, 8.65, -0.48)
C (-3.91, 5.95, -0.95)
C (0.74, 6.47, 2.77)
C (0.95, -2.84, -4.17)
C (1.86, -2.40, 5.24)
C (-1.24, 4.93, 2.58)
C (2.29, 3.61, -0.32)
C (0.08, 7.96, -1.53)
C (-3.01, 3.42, 1.83)
C (4.24, -4.00, 0.56)
C (2.21, 1.91, 3.89)
C (-2.14, 2.68, 1.11)
B (-0.21, 3.42, -0.28)
H (-1.98, -1.54, -2.65)
H (-3.29, 5.40, 2.73)
H (-3.57, -2.22, -2.22)
H (1.08, 7.42, 3.19)
H (-0.84, -3.21, 3.99)
H (-2.66, -4.67, -2.28)
H (5.15, -3.58, 1.01)
H (-1.10, 8.26, 3.52)
H (-1.11, -4.17, 2.56)
H (1.65, -0.97, -3.35)
H (3.06, -3.22, 6.85)
H (3.32, 8.49, -0.42)
H (-6.17, 5.30, -2.28)
H (2.21, 3.27, 2.23)
H (-1.57, 5.73, 5.23)
H (-3.48, -1.41, 4.15)
H (0.73, 6.54, 1.68)
H (-1.70, 7.56, 2.00)
H (-5.54, 4.05, -3.34)
H (-5.52, 3.81, -1.59)
H (0.92, -1.67, 3.46)
H (-4.21, -2.83, 2.16)
H (5.13, -5.31, 5.25)
H (4.46, -1.24, 0.39)
H (1.99, 8.93, -3.20)
H (4.68, -3.72, 2.93)
H (-0.12, 6.75, 5.32)
H (5.24, -4.12, 6.55)
H (0.27, -2.81, 6.63)
H (3.92, -4.86, 1.15)
H (1.21, -2.86, -0.58)
H (-2.89, -4.45, 0.83)
H (-1.96, 0.26, -4.19)
H (-4.06, -3.73, -0.28)
H (-2.67, 1.42, -5.33)
H (-5.12, 3.83, 1.84)
H (-0.08, 8.99, -1.86)
H (-4.67, 6.74, -0.92)
H (-1.00, -4.17, -2.69)
H (-2.55, 7.24, 3.52)
H (-4.05, 5.27, -0.11)
H (1.83, 8.51, 0.52)
H (-1.92, -0.55, 4.29)
H (2.44, -3.80, -1.46)
H (-4.62, 6.98, -3.40)
H (4.14, -1.95, -1.21)
H (1.46, 5.70, 3.05)
H (-4.61, 2.73, 3.13)
H (1.64, -4.47, -0.01)
H (-4.69, 2.15, 1.46)
H (-3.90, 5.71, -4.41)
H (-3.67, 3.22, -4.22)
H (1.90, 0.62, 5.56)
H (4.50, -4.35, -0.44)
H (-0.52, 1.15, 5.75)
H (4.96, 3.52, 0.56)
H (2.91, -0.95, -0.40)
H (-0.91, 1.28, -5.13)
H (-2.92, 6.41, -0.83)
H (-3.13, 0.02, 3.13)
H (-0.01, -1.39, 5.62)
H (1.14, -1.32, 6.97)
H (4.03, 6.42, -1.11)
H (5.55, 4.67, -0.67)
H (-2.47, -3.87, 3.67)
H (3.26, 7.74, -2.88)
H (0.04, 5.01, 5.02)
H (3.26, 1.68, 3.80)
H (1.73, 7.22, -3.60)
H (-2.86, 6.71, -3.38)
H (-3.94, -1.56, 0.96)
H (4.93, 3.06, -1.12)
H (2.07, 9.68, -0.79)
H (6.10, -3.85, 5.03)
H (-2.88, -0.86, -1.29)
H (-1.57, 2.70, 4.12)
H (-1.27, -5.28, -1.34)
H (-0.38, 7.83, -0.55)
H (-0.42, 7.29, -2.22)

LUMO, Eh: 0.0661
Energy, hartree: -4389.25026
HOMO level, eV: -2.98
Energy relative to the best compared isomer or geometry (same formula, charge and spin), kcal per mole: 0.0
Gap between HOMO and LUMO, eV: 4.8
F_max, eV/Å: 1.010
Charge: -1

Löwdin population analysis, charges in e, atoms 1 to 8: 0.75 0.53 0.66 0.62 0.80 0.70 0.02 0.06


[2]
C18H19N2S2 | the ωB97M-V functional and the def2-TZVPD basis

Positions of all 41 atoms, in Å:
S (0.50, 1.64, -2.55)
S (0.50, -1.51, -2.52)
N (-0.50, -0.02, 0.97)
N (-1.98, -0.07, 2.65)
C (-2.41, -1.15, -2.60)
C (-3.78, -1.14, -2.66)
C (-1.77, -0.03, 1.29)
C (-3.78, 1.26, -2.47)
C (2.73, 0.05, -3.03)
C (2.01, -0.09, 3.71)
C (-0.73, -0.08, 3.23)
C (-2.41, 1.26, -2.42)
C (1.08, -0.12, 4.77)
C (-0.27, 0.06, -2.51)
C (2.24, -1.19, -2.29)
C (2.24, 1.33, -2.37)
C (3.47, -0.09, 3.99)
C (-0.27, -0.11, 4.56)
C (0.18, -0.05, 2.15)
C (1.56, -0.05, 2.41)
C (-1.67, 0.06, -2.51)
C (-4.47, 0.06, -2.60)
H (3.83, 0.05, -3.11)
H (2.41, -1.08, -1.22)
H (2.77, 2.21, -2.76)
H (3.67, -0.12, 5.06)
H (-0.97, -0.13, 5.37)
H (-5.55, 0.06, -2.66)
H (-4.32, -2.07, -2.75)
H (3.95, 0.80, 3.58)
H (1.46, -0.14, 5.78)
H (-2.56, -0.02, 0.55)
H (2.25, -0.03, 1.59)
H (2.36, 0.01, -4.07)
H (2.78, -2.08, -2.60)
H (-1.88, -2.08, -2.64)
H (-4.33, 2.18, -2.40)
H (-1.89, 2.19, -2.31)
H (3.95, -0.97, 3.54)
H (2.45, 1.29, -1.29)
H (-2.87, -0.09, 3.15)

LUMO, Eh: -0.1863
Energy, hartree: -1602.97153
HOMO level, eV: -10.68
Energy relative to the best compared isomer or geometry (same formula, charge and spin), kcal per mole: 2.6
Gap between HOMO and LUMO, eV: 5.6
F_max, eV/Å: 2.665
Charge: +1

natural (NBO) population analysis, charges in e, atoms 1 to 8: 0.49 0.48 -0.50 -0.55 -0.12 -0.22 0.21 -0.22


[3]
C14H22N2O4S | the ωB97M-V functional and the def2-TZVPD basis

Positions of all 43 atoms, in Å:
S (-2.14, 0.83, -0.07)
O (-3.35, 0.88, -0.67)
O (3.50, 2.09, 0.26)
O (-2.46, 1.36, 1.48)
O (0.82, -2.84, 0.19)
N (-0.95, 2.02, -0.63)
N (-1.38, -0.49, 0.02)
C (-3.01, -2.24, 0.16)
C (3.43, -0.29, -0.37)
C (-1.34, 3.42, -0.48)
C (2.81, 3.08, 0.74)
C (-0.54, 1.44, -1.97)
C (0.86, -0.67, 0.75)
C (2.75, -1.42, -0.22)
C (1.63, 0.72, 0.70)
C (-0.49, -0.93, 1.19)
C (1.57, -1.59, 0.15)
C (2.78, 0.85, 0.40)
C (1.56, -3.85, -0.69)
C (-3.66, -1.75, 1.35)
C (-1.93, -1.46, -0.66)
H (3.34, -2.37, -0.71)
H (0.27, 2.21, -2.31)
H (-0.69, -1.77, 1.32)
H (-3.42, -3.25, -0.09)
H (3.52, 3.80, 0.73)
H (-1.44, -2.15, -0.83)
H (-1.38, 1.84, -2.52)
H (-2.56, -1.09, -1.53)
H (4.52, -0.18, -0.58)
H (0.89, -4.68, -0.39)
H (1.88, 3.26, 0.34)
H (-0.35, 0.54, -1.72)
H (-2.07, 3.62, -1.06)
H (1.94, -3.90, -1.51)
H (2.46, -4.43, 0.15)
H (-1.71, 3.65, 0.54)
H (-4.63, -2.20, 2.03)
H (2.66, 3.00, 1.95)
H (-0.74, -0.03, 2.20)
H (-0.48, 4.21, -0.58)
H (1.01, 1.62, 1.25)
H (-3.50, -0.84, 1.70)

LUMO, Eh: 0.0145
Energy, hartree: -1354.62119
HOMO level, eV: -8.82
Energy relative to the best compared isomer or geometry (same formula, charge and spin), kcal per mole: 481.5
Gap between HOMO and LUMO, eV: 9.2
F_max, eV/Å: 18.131
Charge: 0

natural (NBO) population analysis, charges in e, atoms 1 to 8: 2.39 -0.90 -0.48 -1.00 -0.53 -0.62 -0.73 -0.25


[4]
C18H42AlAsBBeBrClF7LiMgN3O17P3S3 | the ωB97M-V functional and the def2-TZVPD basis

Positions of all 101 atoms, in Å:
Br (1.40, 4.55, 2.34)
As (-0.21, 1.27, 1.12)
Cl (-4.60, 3.09, 0.68)
S (6.72, -0.60, -4.25)
S (-5.73, 8.90, -2.21)
S (-1.86, -3.38, 0.40)
P (-5.47, -8.09, 2.14)
P (1.49, 2.37, 2.38)
P (-1.44, 3.22, 0.58)
Al (4.06, -2.15, -5.42)
Mg (-0.62, -4.24, 2.95)
F (3.10, 6.74, 4.28)
F (3.89, 8.59, 3.18)
F (-3.12, 8.99, -1.74)
F (1.82, 7.75, 2.62)
F (-4.15, 10.83, -1.35)
F (-4.34, 9.20, 0.02)
F (2.15, 8.80, 4.64)
O (0.75, -4.24, 1.27)
O (7.62, -1.26, -5.18)
O (-2.69, 2.61, -0.16)
O (7.12, -0.84, -2.88)
O (-4.80, -6.60, 1.67)
O (-5.15, -7.94, 3.60)
O (-2.03, 3.96, 1.85)
O (-6.43, -9.45, 2.28)
O (5.31, -1.13, -4.45)
O (3.82, 2.01, -3.49)
O (-4.31, -8.92, 1.32)
O (-5.70, 7.45, -2.02)
O (-6.86, 9.53, -1.60)
O (-5.50, 9.30, -3.57)
O (6.70, 0.85, -4.52)
O (-0.75, 4.23, -0.44)
O (1.13, 1.99, 3.94)
N (0.58, -3.26, -0.69)
N (1.89, -3.58, -0.42)
N (4.45, 0.68, 2.29)
C (3.64, 0.21, -0.05)
C (0.46, -0.52, 1.72)
C (-4.21, -8.77, -0.10)
C (-0.63, -1.08, 2.59)
C (-4.27, 9.51, -1.28)
C (4.66, -0.12, 1.08)
C (3.43, 1.71, -0.26)
C (1.99, -4.13, 0.67)
C (2.02, 2.21, -0.72)
C (4.25, 1.97, -5.78)
C (-3.43, -6.41, 1.85)
C (-1.93, -1.53, 0.41)
C (-1.93, -0.94, 1.82)
C (2.14, 0.97, -4.76)
C (-0.05, -3.65, 0.31)
C (0.83, 1.25, -0.59)
C (3.18, 2.12, -4.64)
C (-5.86, -10.61, 2.88)
B (2.74, 7.98, 3.68)
Be (-2.64, 1.48, 0.39)
Li (-5.78, 4.55, -0.98)
H (-5.56, -10.41, 3.91)
H (1.65, 1.02, -5.73)
H (2.11, 2.42, -1.80)
H (-3.18, -8.54, -0.35)
H (4.65, 0.17, 3.13)
H (1.37, 1.04, -4.00)
H (5.14, 1.42, 2.25)
H (-1.38, 0.47, 0.38)
H (-2.84, -1.26, -0.16)
H (-5.01, -10.98, 2.31)
H (-3.29, -5.44, 2.35)
H (0.54, 1.22, 3.93)
H (2.61, 0.00, -4.67)
H (-0.69, -0.55, 3.54)
H (-2.15, 0.20, 1.81)
H (4.98, 2.77, -5.74)
H (-2.96, -7.19, 2.45)
H (0.73, -1.21, 0.92)
H (2.86, -4.48, 1.21)
H (3.69, 2.30, 0.63)
H (1.87, 3.20, -0.29)
H (-2.73, -1.43, 2.39)
H (-1.09, -1.21, -0.21)
H (0.11, 1.55, -1.37)
H (4.77, 1.02, -5.72)
H (2.63, 3.05, -4.85)
H (-1.12, 4.06, -1.31)
H (-0.36, -2.15, 2.89)
H (4.09, -0.20, -0.97)
H (4.15, 2.03, -1.01)
H (-4.85, -7.97, -0.48)
H (5.69, -0.15, 0.72)
H (-2.93, -6.36, 0.87)
H (-1.57, 3.68, 2.66)
H (1.09, 0.22, -0.89)
H (2.76, -0.40, 0.15)
H (-6.63, -11.38, 2.89)
H (-4.49, -9.71, -0.58)
H (4.43, -1.17, 1.36)
H (-1.11, 1.25, 2.44)
H (3.75, 2.02, -6.75)
H (1.39, -0.39, 2.29)

LUMO, Eh: -0.3195
Energy, hartree: -10830.98650
HOMO level, eV: -9.79
Gap between HOMO and LUMO, eV: 1.1
F_max, eV/Å: 11.310
Charge: +1

Löwdin population analysis, charges in e, atoms 1 to 8: 0.62 0.74 0.04 0.28 0.43 1.00 0.71 0.49


[5]
C4H11NO2 | the ωB97M-V functional and the def2-TZVPD basis

Positions of all 18 atoms, in Å:
O (1.53, 2.17, 2.84)
O (2.06, -1.29, 0.08)
N (0.41, 0.22, 0.02)
C (1.15, -0.80, -0.55)
C (0.80, -1.15, -1.96)
C (-1.99, -0.30, 0.43)
C (-0.97, 0.58, -0.28)
H (0.95, -2.20, -2.19)
H (2.06, 2.05, 2.04)
H (-2.39, -1.12, -0.17)
H (1.59, -0.68, -2.56)
H (-1.16, 0.61, -1.34)
H (-2.90, 0.26, 0.67)
H (-1.64, -0.76, 1.36)
H (-1.10, 1.60, 0.10)
H (-0.12, -0.81, -2.41)
H (1.04, 1.34, 2.92)
H (0.67, 0.28, 0.99)

SMILES: CCNC(C)=O.O
LUMO, Eh: 0.0258
Energy, hartree: -364.24475
HOMO level, eV: -9.74
Energy relative to the best compared isomer or geometry (same formula, charge and spin), kcal per mole: 14.7
Gap between HOMO and LUMO, eV: 10.4
F_max, eV/Å: 1.736
Charge: 0

natural (NBO) population analysis, charges in e, atoms 1 to 8: -0.93 -0.61 -0.62 0.68 -0.74 -0.63 -0.22 0.25


[6]
C4H10NOP | the ωB97M-V functional and the def2-TZVPD basis

Positions of all 17 atoms, in Å:
P (0.14, 1.79, -0.73)
O (-3.44, -0.17, 0.52)
N (-0.15, 0.77, 0.63)
C (-2.47, 0.24, -0.03)
C (-1.14, -0.38, 0.22)
C (0.90, 0.12, 1.45)
C (-0.70, -1.10, -1.08)
H (0.48, -0.37, 2.21)
H (-2.34, 1.12, -0.66)
H (0.39, -1.17, -1.10)
H (-1.07, -1.18, 0.92)
H (1.37, -0.50, 0.75)
H (-0.99, -2.27, -1.14)
H (1.48, 0.95, 1.77)
H (0.13, 3.00, 0.00)
H (1.66, 1.92, -0.63)
H (-1.03, -0.73, -2.06)

SMILES: C[C@H](C=O)N(C)P
LUMO, Eh: 0.0312
Energy, hartree: -629.66344
HOMO level, eV: -9.01
Energy relative to the best compared isomer or geometry (same formula, charge and spin), kcal per mole: 68.1
Gap between HOMO and LUMO, eV: 9.9
F_max, eV/Å: 4.866
Charge: 0

natural (NBO) population analysis, charges in e, atoms 1 to 8: 0.49 -0.50 -0.72 0.44 -0.17 -0.39 -0.65 0.20


[7]
C5H10OS | the ωB97M-V functional and the def2-TZVPD basis

Positions of all 17 atoms, in Å:
S (0.89, -0.39, -1.90)
O (1.26, -0.29, 0.89)
C (-0.55, 0.74, -1.89)
C (0.81, -1.17, -0.18)
C (0.64, 1.95, 1.71)
C (-0.46, -1.80, 0.08)
C (0.35, 0.66, 1.37)
H (-0.93, -2.47, -0.72)
H (1.51, -1.98, -0.17)
H (-0.68, 0.52, 1.21)
H (1.66, 2.34, 1.81)
H (-0.21, 2.66, 2.14)
H (-0.39, 1.44, -1.11)
H (-0.60, -2.37, 1.09)
H (-0.67, 1.11, -2.92)
H (-1.27, -1.07, 0.28)
H (-1.35, 0.12, -1.69)

SMILES: C=CO[C@@H](C)SC
LUMO, Eh: 0.0315
Energy, hartree: -669.84872
HOMO level, eV: -8.72
Energy relative to the best compared isomer or geometry (same formula, charge and spin), kcal per mole: 55.0
Gap between HOMO and LUMO, eV: 9.6
F_max, eV/Å: 6.116
Charge: 0

natural (NBO) population analysis, charges in e, atoms 1 to 8: 0.14 -0.51 -0.72 -0.01 -0.47 -0.68 0.11 0.25


[8]
C33H43FN2O21 | the ωB97M-V functional and the def2-TZVPD basis

Positions of all 100 atoms, in Å:
F (3.02, 0.31, -1.48)
O (-4.52, 8.51, -2.50)
O (-0.55, -3.65, 2.63)
O (1.48, -4.90, 0.90)
O (-5.37, 2.78, -3.37)
O (3.07, -0.25, -4.98)
O (-3.46, 3.27, -2.29)
O (2.52, -5.52, -6.28)
O (1.61, 1.44, -5.21)
O (-0.47, 2.01, 0.06)
O (-4.36, 6.31, -2.06)
O (3.31, -2.68, 1.61)
O (-5.04, 2.01, -1.26)
O (-2.04, -0.80, 6.64)
O (3.19, -7.34, -5.12)
O (0.87, -0.58, -4.52)
O (1.71, -5.92, -4.20)
O (-3.81, 7.10, -4.12)
O (5.28, -1.57, 2.52)
O (3.74, -0.47, 1.06)
O (-0.88, 1.11, 6.84)
O (-0.90, 0.01, 4.86)
N (0.83, -2.55, 1.08)
N (2.15, -0.26, 3.76)
C (-4.59, 6.96, -0.82)
C (0.72, -3.91, -1.20)
C (1.07, -3.84, 0.39)
C (1.76, -7.06, -3.36)
C (2.91, 2.00, -5.34)
C (2.05, -1.92, 1.65)
C (-4.66, 2.63, -2.22)
C (3.05, -7.72, -3.76)
C (2.48, -6.20, -5.29)
C (3.76, 0.80, -5.63)
C (-2.02, -0.48, 8.02)
C (3.64, -2.02, -1.36)
C (2.53, -0.95, -0.93)
C (-4.69, 3.75, -4.15)
C (2.16, -2.77, 5.66)
C (-3.29, 3.68, -3.64)
C (0.22, 0.76, -0.29)
C (-2.45, 3.15, 0.96)
C (-1.66, 0.97, 8.02)
C (-1.58, 1.77, 0.95)
C (2.21, -0.17, 5.18)
C (-0.34, -2.58, 1.98)
C (2.10, -2.91, 4.12)
C (2.34, -0.70, 0.63)
C (-1.24, 0.10, 6.00)
C (-4.19, 7.29, -3.00)
C (1.32, 0.52, 0.85)
C (2.08, -1.59, 3.25)
C (-5.13, 8.30, -1.23)
C (2.22, -1.32, 6.21)
C (-1.41, -1.42, 2.19)
C (1.77, 0.13, -4.87)
C (4.25, -1.58, 1.83)
H (-2.31, 3.58, -0.11)
H (-3.65, 7.04, -0.28)
H (0.14, -4.90, -1.33)
H (3.19, 2.49, -4.40)
H (1.75, -6.77, -2.31)
H (3.42, -3.08, -0.95)
H (-4.86, 9.09, -0.53)
H (-3.00, -0.66, 8.47)
H (2.94, 2.74, -6.14)
H (-4.76, 3.51, -5.21)
H (-1.17, 1.63, 2.01)
H (0.71, 0.45, 1.83)
H (3.90, -7.35, -3.19)
H (3.79, -2.03, -2.51)
H (-2.29, -1.85, 2.81)
H (-2.78, 4.64, -3.70)
H (-5.30, 6.39, -0.22)
H (2.17, -3.72, 6.28)
H (-2.53, 1.63, 7.94)
H (2.07, -3.95, 3.64)
H (4.68, -1.75, -0.94)
H (-2.04, 3.93, 1.68)
H (3.82, 0.58, -6.70)
H (-1.08, 1.26, 8.90)
H (-0.55, -0.10, -0.39)
H (1.57, -1.26, -1.49)
H (-6.21, 8.29, -1.36)
H (3.01, -8.81, -3.66)
H (4.77, 0.90, -5.23)
H (1.92, 1.50, 0.96)
H (-1.86, -1.19, 1.16)
H (-2.31, 0.96, 0.61)
H (-2.69, 2.92, -4.17)
H (-1.28, -1.10, 8.52)
H (-3.56, 2.90, 1.14)
H (-5.15, 4.73, -3.98)
H (2.29, 0.89, 5.62)
H (0.03, -3.07, -1.54)
H (2.27, -1.18, 7.35)
H (0.89, -7.69, -3.56)
H (-1.04, -0.50, 2.76)
H (1.67, -4.02, -1.84)
H (0.63, 0.93, -1.34)

SMILES: CCOCC[C@@]1([C@H](C)F)OC(=O)O[C@]1(c1ccccn1)N(C(C)=O)C(C)=O.O=C1OCCO1.O=C1OCCO1.O=C1OCCO1.O=C1OCCO1.O=C1OCCO1
LUMO, Eh: 0.0057
Energy, hartree: -3072.46270
HOMO level, eV: -8.92
Energy relative to the best compared isomer or geometry (same formula, charge and spin), kcal per mole: 175.1
Gap between HOMO and LUMO, eV: 9.1
F_max, eV/Å: 5.515
Charge: 0

Löwdin population analysis, charges in e, atoms 1 to 8: -0.06 0.07 0.05 0.08 0.07 0.05 0.04 0.16


[9]
C3H7ClNO | the ωB97M-V functional and the def2-TZVPD basis

Positions of all 13 atoms, in Å:
Cl (-0.70, 3.61, -0.74)
O (-1.58, 0.01, -0.47)
N (0.45, -0.10, 0.52)
C (-0.47, -0.46, -0.42)
C (0.17, 0.90, 1.53)
C (0.02, -1.54, -1.38)
H (-0.55, 1.62, 1.14)
H (-0.80, -1.82, -2.04)
H (-0.19, 0.41, 2.44)
H (1.09, 1.44, 1.75)
H (0.35, -2.41, -0.82)
H (1.38, -0.48, 0.47)
H (0.83, -1.16, -2.00)

LUMO, Eh: 0.1271
Energy, hartree: -708.77745
HOMO level, eV: -3.40
Energy relative to the best compared isomer or geometry (same formula, charge and spin), kcal per mole: 22.2
Gap between HOMO and LUMO, eV: 6.9
F_max, eV/Å: 0.371
Charge: -1

natural (NBO) population analysis, charges in e, atoms 1 to 8: -0.99 -0.60 -0.62 0.67 -0.43 -0.71 0.29 0.23